{
  "formula": "C4H5NO",
  "method": "ωB97M-V with the def2-TZVPD basis set",
  "elements": ["O", "C", "C", "C", "N", "C", "H", "H", "H", "H", "H"],
  "positions_angstrom": [[1.262, 0.149, 1.809], [0.630, 0.147, 0.747], [0.884, -0.696, -0.492], [-0.317, -0.599, -1.410], [-1.266, 0.088, -0.595], [-0.585, 0.950, 0.391], [1.900, -0.675, -0.880], [0.689, -1.772, -0.288], [-0.274, 1.835, -0.180], [-1.690, -0.716, -0.111], [-1.218, 1.284, 1.212]],
  "forces_ev_per_angstrom": [[-1.3, 0.0, -2.3], [1.6, 0.2, 2.1], [0.1, -0.1, -0.4], [-0.2, -0.1, 1.2], [0.4, -0.5, -0.3], [0.0, 0.1, 0.0], [0.0, 0.1, -0.1], [0.3, 0.2, 0.1], [0.0, 0.0, 0.3], [-0.9, 0.4, -0.6], [0.1, -0.2, 0.0]],
  "de_lowest_kcal_mol": 90.6,
  "e_tot_ha": -285.2702,
  "orbital_gap_ev": 8.526,
  "charge": 0,
  "multiplicity": 1
}